[1]
Below is C10H30BCaF5KO5 as an isolated structure, with properties calculated with wB97M-V/def2-TZVPD.

Geometry as XYZ:
```
53
Properties=species:S:1:pos:R:3:forces:R:3
K -3.047832 -1.413124 3.405860 0.50 -0.04 -0.06
Ca 0.760669 1.430022 2.305539 -0.25 -1.32 0.87
B -1.275391 0.099728 0.721691 -0.52 -0.91 -0.43
F -1.446333 -0.809279 -0.296213 -0.16 0.60 0.04
F -0.499976 1.230698 0.330508 0.15 0.07 0.25
F -2.490794 0.560965 1.271224 0.17 -0.15 0.00
F -0.576761 -0.555991 1.756090 0.36 0.42 0.44
F 0.547874 0.190774 4.140566 0.01 0.96 -0.80
C -4.127708 3.094346 -2.417411 -0.12 0.12 -0.55
C -3.491941 2.450801 -1.214058 -0.15 -0.14 -0.21
O -3.542152 1.046410 -1.396975 0.04 -0.23 -0.13
H -3.567388 2.854448 -3.324462 0.07 -0.02 0.10
H -4.154093 4.181279 -2.330210 0.00 -0.01 0.11
H -5.143763 2.737180 -2.589904 -0.01 -0.01 0.22
H -4.047698 2.713535 -0.307523 0.24 0.20 0.08
H -2.445688 2.779168 -1.163129 -0.06 0.10 0.33
H -3.133121 0.617329 -0.639546 -0.25 0.08 -0.20
C 1.782743 -2.905011 3.647607 -0.47 -0.27 0.58
C 0.304789 -3.141305 3.414379 0.02 0.23 0.00
O -0.485198 -2.298834 4.253668 -0.52 0.28 -0.10
H 1.966056 -3.008345 4.719114 0.15 -0.02 -0.03
H 2.017033 -1.878562 3.378415 0.26 -0.03 -0.19
H 2.364940 -3.665826 3.129261 0.20 0.25 -0.18
H 0.034296 -4.166925 3.661902 -0.02 -0.03 -0.01
H 0.066440 -2.967597 2.356868 -0.09 -0.05 0.05
H -0.085145 -1.397372 4.300405 0.17 -0.18 -0.15
C 1.160140 3.656811 -1.290586 -0.63 0.35 -0.17
C 2.074700 2.671328 -0.612941 0.47 0.46 -0.56
O 2.002658 2.765081 0.835581 0.03 0.29 -0.05
H 0.162077 3.700890 -0.848038 0.07 -0.26 0.07
H 1.017480 3.398237 -2.341213 0.13 -0.09 0.03
H 1.548736 4.676416 -1.267760 0.15 -0.08 0.10
H 3.094528 2.910942 -0.925040 0.07 -0.19 0.21
H 1.902497 1.643780 -0.920694 -0.31 -0.07 0.30
H 2.697108 3.367826 1.117678 -0.02 0.04 0.02
C -0.467300 -1.575341 -4.401682 0.30 -0.26 -0.51
C -1.259424 -2.520027 -3.523632 -0.61 0.67 -0.18
O -0.633551 -2.737480 -2.278656 0.42 -0.70 0.18
H 0.468713 -2.053632 -4.702046 0.08 0.08 0.20
H -0.230286 -0.637629 -3.898303 -0.12 0.06 0.02
H -0.985236 -1.365708 -5.341695 -0.16 0.13 0.18
H -1.394089 -3.464482 -4.050156 0.29 -0.23 0.32
H -2.278787 -2.144833 -3.366187 0.07 0.15 0.00
H -0.621977 -1.932517 -1.753440 -0.26 0.08 -0.21
C 2.285986 -1.332649 0.208630 -0.18 -0.52 0.32
C 3.313329 -0.792004 1.179197 -0.73 -0.20 -1.08
O 2.708985 0.257635 1.991853 0.96 -0.61 0.06
H 2.720610 -2.185577 -0.315988 0.08 0.16 -0.15
H 1.924133 -0.621564 -0.532224 0.05 0.11 0.05
H 1.445439 -1.754927 0.764378 -0.10 0.19 -0.07
H 4.151676 -0.396915 0.605925 0.18 0.17 0.36
H 3.613922 -1.633098 1.797861 0.25 0.26 0.32
H 3.294076 0.320926 2.755510 -0.15 0.14 0.24
```
Positions in Å, forces in eV/Å.

Summary:
Kohn-Sham gap, eV: 8.43
Charge: +1

=====

[2]
Below is C18H24N4O2Tl as an isolated structure, with properties calculated with wB97M-V/def2-TZVPD.

Geometry as XYZ:
```
49
Properties=species:S:1:pos:R:3:forces:R:3
Tl 1.453526 -1.341459 -0.486932 -0.16 0.04 -0.12
C 5.476517 -3.329791 0.835725 0.02 -0.11 0.17
O 4.627495 -2.207235 1.122056 -0.13 0.05 -0.13
C 4.381895 -1.914026 2.415936 0.55 0.26 -0.15
C 3.075000 -2.745339 2.921785 -0.53 -0.39 0.30
O 1.921601 -2.320974 2.324634 0.19 -0.07 0.35
C 0.850925 -2.041136 3.273844 0.04 0.16 -0.18
H 6.421064 -3.218775 1.369616 0.02 0.03 -0.03
H 5.612544 -3.364592 -0.237959 -0.01 0.01 -0.02
H 4.970177 -4.235801 1.197538 0.03 0.00 -0.06
H 4.130057 -0.856731 2.502505 -0.14 -0.04 0.04
H 5.186370 -2.225671 3.088431 -0.10 -0.09 0.07
H 3.063714 -2.596400 4.004205 0.08 0.00 -0.01
H 3.305068 -3.786793 2.667036 0.15 0.08 -0.13
H 1.232446 -1.444126 4.101563 0.00 0.04 0.00
H 0.453649 -2.984436 3.642364 0.01 -0.04 0.01
H 0.087148 -1.492031 2.732508 0.00 0.01 -0.01
C 0.716627 4.403446 1.591598 0.02 -0.05 -0.01
C 1.851310 3.725994 0.812660 -0.12 -0.25 -0.02
C 1.571330 2.307281 0.529846 0.14 0.37 0.03
N 1.354467 1.199762 0.309234 -0.08 -0.04 0.04
H 1.029326 5.408909 1.862707 -0.01 0.01 -0.02
H 0.486025 3.861535 2.507047 0.01 0.01 0.01
H -0.184942 4.477808 0.986678 -0.01 -0.01 0.01
H 2.789373 3.768216 1.367540 0.02 -0.06 0.01
H 2.026909 4.217924 -0.145004 0.01 -0.01 -0.02
C -3.561907 -2.513230 -0.260801 0.17 -0.11 0.00
C -2.166592 -2.446651 -0.209073 0.12 -0.09 0.05
N -1.448705 -1.319163 -0.334694 -0.35 0.32 -0.13
C -2.126849 -0.199864 -0.591445 -0.12 -0.26 -0.03
C -3.547232 -0.160816 -0.706331 0.15 -0.10 0.15
C -4.262534 -1.359574 -0.478117 -0.01 0.21 0.08
C -4.284266 1.037070 -0.953566 0.04 0.02 -0.04
C -4.055556 1.977922 -1.924912 0.19 0.07 -0.12
C -3.124684 1.841819 -3.026982 -0.06 -0.19 0.16
C -3.005197 2.854810 -3.970013 -0.15 0.19 -0.06
C -2.081915 2.663169 -4.995792 0.20 -0.19 -0.12
N -1.352697 1.557635 -5.085921 -0.20 0.22 0.15
C -1.530559 0.638697 -4.130055 -0.12 -0.03 0.11
N -2.385112 0.722091 -3.127666 0.16 -0.04 -0.08
H -4.064563 -3.460994 -0.127597 0.03 -0.01 -0.01
H -1.599243 -3.353186 -0.029370 -0.01 -0.01 -0.04
H -1.561628 0.722716 -0.606206 0.00 0.02 -0.09
H -5.344354 -1.364129 -0.527551 0.00 0.03 0.03
H -5.189204 1.161153 -0.364373 -0.11 -0.06 -0.14
H -4.702821 2.846438 -1.956999 0.03 0.03 0.07
H -3.597403 3.757453 -3.901655 0.03 0.02 -0.02
H -1.940885 3.406626 -5.770433 -0.01 0.02 -0.02
H -0.955703 -0.275568 -4.217602 0.02 0.01 -0.02
```
Positions in Å, forces in eV/Å.

Summary:
Kohn-Sham gap (alpha / beta), eV: 5.64 / 4.57
Charge: +3

=====

[3]
Below is C5H10N2O2S in the gas phase, with properties calculated with wB97M-V/def2-TZVPD.

Geometry as XYZ:
```
20
Properties=species:S:1:pos:R:3:forces:R:3
C 1.306024 0.193454 0.801360 0.92 -0.39 -1.79
C 0.057325 1.035782 0.404420 1.86 -2.20 1.36
C 1.871858 -0.508584 -0.478211 -2.83 -0.42 1.50
C -1.099167 0.026703 0.376223 -2.87 3.27 -1.51
C -1.803508 -0.228612 1.745472 1.74 0.06 0.51
N -0.814156 -1.175507 -0.326264 1.07 -1.41 0.17
N -0.394527 0.095857 -2.748981 -1.60 2.97 -0.71
O -0.626497 0.868568 -3.686094 1.38 -2.86 1.46
O 0.395998 -0.928345 -2.893106 0.28 0.60 -0.78
S 0.464471 -1.555397 -1.051644 -0.37 -0.40 -0.05
H 2.163696 0.748185 1.110942 0.30 0.80 0.72
H 1.136558 -0.589799 1.492230 -0.57 -0.42 1.20
H 0.034644 1.849249 1.088363 -0.91 0.50 0.89
H 0.294874 1.492798 -0.525635 -0.29 0.15 -1.15
H 2.087200 0.323470 -1.062108 0.81 0.74 -1.95
H 2.612715 -1.265693 -0.333518 0.89 0.03 0.13
H -1.863687 0.566640 -0.340588 0.89 -1.07 1.48
H -2.461980 0.585558 2.058698 0.18 -0.04 -0.28
H -1.036254 -0.369870 2.550104 -0.32 0.44 -0.56
H -2.325588 -1.164458 1.818337 -0.54 -0.36 -0.63
```
Positions in Å, forces in eV/Å.

Summary:
Kohn-Sham gap, eV: 9.54

=====

[4]
Below is a 4-piece molecular cluster, C33H50BF5O13S3 overall, with properties calculated with wB97M-V/def2-TZVPD.

Geometry as XYZ:
```
105
Properties=species:S:1:pos:R:3:forces:R:3
C -7.484463 -1.469475 -1.407448 -0.02 0.29 -0.50
C -6.336570 -1.767026 -1.249219 0.19 -0.05 0.09
C -4.914175 -2.103489 -1.184504 -0.87 -0.11 -0.19
O -4.203053 -0.960419 -1.657194 0.31 -0.39 0.22
C -2.835235 -0.978841 -1.269675 -0.22 1.07 -0.06
C -2.687641 -0.111189 -0.022027 0.41 -0.53 0.65
C -1.274470 0.042238 0.527406 -0.77 0.91 0.11
O -0.726903 1.247299 -0.079872 0.39 -0.32 0.07
C 0.511275 1.513452 0.371968 0.58 0.17 -0.40
O 1.472903 1.546091 -0.343460 -0.14 0.18 0.05
C -2.028946 -0.540017 -2.497863 0.43 -0.62 -0.03
O -0.633678 -0.539612 -2.220210 -0.14 0.17 0.02
C -0.107750 -1.824251 -2.420334 0.08 -0.72 0.09
O 1.141722 -1.898785 -1.830573 0.12 0.27 0.07
C 2.155041 -2.559776 -2.595600 -0.69 -0.39 0.20
C 2.000711 -4.082519 -2.664228 0.30 -0.04 0.25
C 1.333284 -4.697796 -1.447700 -0.01 -0.59 -0.25
O 1.394324 -4.524927 -3.875155 -0.22 0.08 0.01
C -2.488205 0.768078 -3.154947 0.24 0.21 -0.57
F -3.536543 0.438021 -3.977509 -0.21 0.00 0.16
F -2.967270 1.662929 -2.251749 -0.12 -0.07 0.18
C -1.459953 1.471034 -4.007820 0.16 -0.07 -0.01
C -1.340654 1.168066 -5.353198 -0.19 -0.27 -0.07
C -0.438809 1.849591 -6.150132 0.20 0.21 -0.19
C 0.358577 2.840162 -5.611125 -0.23 -0.08 -0.02
C 0.239797 3.128737 -4.263735 0.52 0.12 0.10
C 1.087005 4.229424 -3.686692 -0.84 0.48 -0.41
F 1.180404 4.182524 -2.352825 0.30 -0.15 0.03
F 2.315661 4.273382 -4.215931 0.18 -0.11 0.23
F 0.516602 5.435804 -3.977522 0.16 -0.07 0.08
C -0.655265 2.454766 -3.462710 -0.02 0.12 0.35
B -4.755522 -3.368734 -2.154293 -0.05 -0.07 0.12
C -4.605898 -3.235757 -3.712563 -0.07 -0.40 0.20
O -4.770080 -4.600755 -1.548615 0.78 0.38 0.04
H -8.403856 -1.085079 -1.770776 -0.32 -0.14 0.30
H -4.686947 -2.356872 -0.143733 0.29 0.09 0.02
H -2.509194 -1.991104 -1.011257 -0.03 -0.09 -0.05
H -3.114380 0.881458 -0.114351 -0.07 0.00 -0.35
H -3.270904 -0.604107 0.760369 -0.06 -0.10 -0.01
H -1.342003 0.236389 1.597678 0.22 -0.29 0.07
H -0.622728 -0.801460 0.308605 0.05 -0.05 0.05
H 0.618778 1.756649 1.440759 -0.43 -0.26 0.16
H -2.180650 -1.305470 -3.267648 -0.37 0.13 -0.15
H -0.083750 -2.088653 -3.489955 0.21 0.30 -0.11
H -0.747009 -2.579290 -1.932566 -0.21 0.13 0.00
H 2.154802 -2.157821 -3.599088 0.18 0.00 -0.17
H 3.096843 -2.336161 -2.103219 0.01 0.19 0.04
H 3.012689 -4.488953 -2.703538 0.08 0.01 -0.18
H 0.310592 -4.352518 -1.303109 0.04 0.23 0.15
H 1.274729 -5.774681 -1.612656 0.02 -0.06 -0.02
H 1.920769 -4.566391 -0.543362 -0.09 0.32 0.13
H 0.439046 -4.532291 -3.758302 -0.02 0.00 -0.02
H -1.981683 0.411183 -5.782724 0.00 -0.03 -0.05
H -0.345038 1.643543 -7.206312 -0.12 -0.19 -0.03
H 1.042891 3.387543 -6.238151 0.17 0.02 0.00
H -0.736695 2.721381 -2.420131 -0.02 -0.13 0.11
H -3.557169 -3.366208 -3.996806 0.06 0.27 -0.12
H -5.133461 -4.068004 -4.184725 -0.04 -0.05 -0.03
H -5.012231 -2.315501 -4.122202 0.26 0.20 0.03
H -4.237134 -5.209302 -2.073345 -0.55 -0.39 -0.09
O 2.948668 1.324111 -4.892091 -0.16 -0.06 -0.24
S 3.834349 0.479807 -4.136136 0.26 -0.01 0.37
O 3.808765 -0.954752 -4.298441 0.12 0.23 -0.35
C 5.508269 1.076810 -4.347022 0.25 0.19 0.06
C 5.681732 2.101042 -3.229763 -0.09 0.01 0.07
C 5.047536 1.472673 -1.981063 0.03 -0.02 -0.07
C 3.686746 0.899302 -2.394972 0.17 0.15 0.18
H 5.621657 1.495115 -5.344451 -0.12 -0.09 -0.05
H 6.180107 0.228524 -4.217165 -0.04 -0.04 -0.01
H 6.731859 2.344161 -3.073054 0.00 0.01 -0.01
H 5.155846 3.023669 -3.485713 0.01 -0.01 -0.03
H 5.690589 0.670304 -1.611613 0.01 0.00 -0.02
H 4.934880 2.198200 -1.176958 -0.04 -0.01 0.00
H 3.426322 0.004585 -1.836436 -0.18 0.00 -0.08
H 2.889945 1.634029 -2.297033 -0.03 -0.10 -0.07
O -0.140034 -0.162946 3.648110 -0.13 -0.11 -0.01
S 0.773727 -1.193525 4.092202 0.48 -0.12 0.15
O 0.484383 -2.589924 3.882833 -0.30 0.09 -0.15
C 2.398753 -0.821580 3.437867 0.23 0.23 -0.04
C 3.032176 0.071262 4.500937 -0.08 0.00 0.07
C 2.672522 -0.562024 5.850994 0.10 0.00 -0.05
C 1.180882 -0.901542 5.813760 0.10 -0.04 0.15
H 2.300970 -0.340773 2.466088 -0.12 -0.08 -0.03
H 2.935620 -1.764232 3.337369 -0.06 -0.04 0.00
H 4.109666 0.150607 4.363800 0.00 0.01 -0.02
H 2.609570 1.076937 4.441739 0.01 0.00 -0.03
H 3.255826 -1.474830 5.991570 0.00 0.00 -0.03
H 2.896612 0.102516 6.683352 -0.08 0.00 0.02
H 0.951564 -1.795683 6.388317 -0.14 -0.03 -0.10
H 0.577243 -0.069344 6.164003 0.03 -0.06 -0.12
O -0.516686 1.192819 9.952823 0.18 -0.09 0.00
S -0.401683 1.669403 8.600165 -0.24 0.16 -0.18
O 0.715468 1.290155 7.765614 0.10 0.05 0.33
C -1.929229 1.321604 7.734312 -0.27 0.05 -0.11
C -2.794761 2.550612 7.992215 0.06 0.08 0.07
C -1.865611 3.760093 7.824237 -0.02 -0.06 -0.04
C -0.574642 3.458135 8.596408 -0.13 0.34 -0.12
H -2.358095 0.397435 8.114589 0.14 -0.04 0.05
H -1.693928 1.218346 6.674213 0.04 -0.02 0.01
H -3.640358 2.591461 7.307827 0.00 -0.01 0.00
H -3.186336 2.523082 9.011310 -0.01 -0.04 -0.01
H -1.638053 3.899063 6.765590 0.01 -0.02 0.00
H -2.328798 4.678113 8.182103 0.02 0.00 0.00
H 0.300232 3.895967 8.122623 0.09 -0.10 0.07
H -0.636794 3.784702 9.632540 0.03 -0.12 0.04
```
Positions in Å, forces in eV/Å.

Summary:
Kohn-Sham gap, eV: 9.56
Structure (SMILES): C#C[C@H](O[C@H](CCOC=O)[C@H](OCOC[C@@H](C)O)C(F)(F)c1cccc(C(F)(F)F)c1)B(C)O.O=S1(=O)CCCC1.O=S1(=O)CCCC1.O=S1(=O)CCCC1

=====

Number 1: largest force on an atom 1.6 eV/A. Number 2: largest force on an atom 0.7 eV/A. Number 3: largest force on an atom 4.6 eV/A. Number 4: largest force on an atom 1.2 eV/A.